C4H10NO3 | wB97M-V/def2-TZVPD

The value obtained for the energy above the lowest of the compared OMol25 structures with the same formula, charge and spin is 72.4 kcal/mol. Its frontier orbital gap is 7.1 eV. Its HOMO energy is -3.45 eV. The value obtained for the LUMO energy is 3.61 eV. The value obtained for the total energy is -438.8699 Eh. Its charge is -1. The calculation puts the strongest force on any atom at 0.0527 Eh/bohr. Its spin multiplicity is 1.

```
18
Properties=species:S:1:pos:R:3:forces:R:3
O -2.742434 -0.801356 0.690482 -0.3836 -0.7150 0.0332
C -1.849944 -1.470170 0.220980 0.1638 2.6466 -0.5628
C -0.841384 -0.813093 -0.770035 -1.4271 -1.3252 0.0937
C 0.249119 -0.196338 0.068116 1.5981 0.2072 -1.0014
C 1.565791 0.048088 -0.820027 -0.5641 0.7405 2.4612
O 2.509727 0.578660 0.005553 0.8124 -0.2944 -0.4126
N -1.451416 0.106056 -1.708644 -0.6582 -0.6983 -0.3108
H -1.665107 -2.491747 0.572982 0.2139 -0.2939 -0.0371
H -0.525794 -1.711613 -1.352077 0.7223 0.5205 0.3123
H 0.461234 -0.798726 0.950322 0.5094 -0.3599 -0.1189
H 0.093236 0.802808 0.493545 -0.9110 -0.2479 -0.2659
H 1.860578 -0.923065 -1.244784 -0.0350 -0.0455 -0.5234
H 1.298213 0.819916 -1.591606 -0.1586 -0.7655 -0.2915
H -0.851617 0.824717 -2.064043 0.0336 0.2386 0.2882
H -2.412799 0.362166 -1.547465 0.2759 0.2154 0.2948
H 1.533340 2.644744 1.709275 0.2076 -0.3361 -0.0969
H 2.196016 1.218283 1.243125 -0.5503 0.6871 0.0810
O 1.860589 1.814002 2.075142 0.1509 -0.1743 0.0567
```
Positions in Å, forces in eV/Å.